# 1
{"formula": "C30H50N2O18", "method": "the ωB97M-V functional and the def2-TZVPD basis", "charge": 0, "e_tot_ha": -2636.76177, "e_homo_ha": -0.3574, "homo_lumo_gap_ev": 10.0, "species": ["C", "C", "C", "O", "C", "O", "O", "H", "H", "H", "H", "H", "H", "C", "C", "C", "O", "C", "O", "O", "H", "H", "H", "H", "H", "H", "C", "C", "C", "O", "C", "O", "O", "H", "H", "H", "H", "H", "H", "C", "C", "C", "O", "C", "O", "O", "H", "H", "H", "H", "H", "H", "C", "O", "C", "O", "O", "C", "H", "H", "H", "H", "H", "H", "C", "O", "C", "O", "O", "C", "H", "H", "H", "H", "H", "H", "C", "C", "C", "C", "N", "H", "H", "H", "H", "H", "H", "H", "C", "C", "C", "C", "N", "H", "H", "H", "H", "H", "H", "H"], "coordinates": [[2.009, 1.496, 3.929], [1.301, 2.853, 3.705], [0.318, 3.339, 4.812], [0.337, 4.744, 4.598], [1.530, 5.039, 4.125], [1.984, 6.190, 4.276], [2.200, 3.956, 3.753], [1.418, 0.681, 3.941], [2.775, 1.425, 4.723], [2.718, 1.379, 3.144], [0.778, 3.001, 2.715], [0.670, 3.088, 5.791], [-0.737, 2.960, 4.649], [-1.259, -2.707, -5.918], [-0.218, -1.695, -5.815], [0.351, -1.033, -7.128], [0.585, 0.326, -6.719], [0.003, 0.502, -5.582], [0.074, 1.543, -5.002], [-0.610, -0.585, -5.020], [-0.947, -3.547, -6.462], [-2.062, -2.107, -6.438], [-1.614, -3.114, -5.046], [0.663, -2.205, -5.265], [-0.359, -1.107, -7.925], [1.222, -1.599, -7.492], [-4.267, 2.260, 2.597], [-3.173, 1.128, 2.458], [-1.784, 1.690, 2.325], [-1.022, 0.738, 3.081], [-1.763, -0.075, 3.776], [-1.400, -0.726, 4.749], [-3.043, 0.153, 3.464], [-3.864, 2.755, 3.541], [-5.294, 1.955, 2.585], [-4.130, 2.969, 1.749], [-3.358, 0.421, 1.674], [-1.888, 2.684, 2.762], [-1.486, 1.866, 1.306], [-1.533, -1.102, -2.210], [-1.273, -0.911, -0.691], [-1.091, -2.205, 0.237], [0.116, -1.961, 0.945], [0.671, -0.782, 0.520], [1.630, -0.223, 0.978], [-0.014, -0.288, -0.475], [-1.132, -2.111, -2.450], [-0.927, -0.340, -2.685], [-2.595, -1.144, -2.436], [-2.037, -0.222, -0.460], [-0.896, -2.981, -0.578], [-1.959, -2.366, 0.851], [1.676, -2.186, 3.994], [2.865, -2.855, 4.515], [3.649, -2.155, 5.225], [3.542, -0.824, 5.489], [4.471, -2.912, 5.864], [4.859, -2.541, 7.125], [1.116, -2.816, 3.297], [1.997, -1.300, 3.399], [1.067, -1.625, 4.753], [5.795, -2.984, 7.473], [4.278, -3.043, 7.888], [4.706, -1.497, 7.367], [-0.858, 2.547, -2.002], [0.506, 2.152, -2.037], [1.364, 2.540, -1.094], [0.965, 3.641, -0.270], [2.557, 1.893, -1.048], [3.474, 2.229, -0.025], [-1.068, 3.083, -2.936], [-1.041, 3.280, -1.281], [-1.479, 1.703, -1.995], [3.123, 2.103, 0.998], [3.789, 3.271, -0.324], [4.265, 1.583, 0.067], [3.279, -2.904, 0.312], [2.660, -3.001, -1.071], [1.882, -4.397, -1.297], [0.899, -4.375, -2.356], [0.096, -4.370, -3.208], [4.211, -3.378, 0.303], [2.541, -3.170, 1.070], [3.449, -1.898, 0.697], [3.387, -3.020, -1.816], [1.844, -2.270, -1.227], [1.446, -4.827, -0.372], [2.570, -5.146, -1.433], [-3.806, 0.600, -5.181], [-3.735, 1.793, -4.157], [-4.768, 1.715, -3.099], [-4.351, 1.329, -1.761], [-4.031, 1.018, -0.677], [-2.974, 0.706, -5.995], [-4.746, 0.583, -5.722], [-3.786, -0.380, -4.688], [-3.803, 2.685, -4.712], [-2.766, 1.755, -3.758], [-5.471, 0.953, -3.281], [-5.307, 2.685, -2.995]], "forces_ev_per_a": [[2.7, 3.6, 0.0], [-1.4, -0.4, 0.5], [-1.4, -1.4, -1.8], [-1.3, -0.6, 0.3], [2.4, 4.5, 1.9], [-0.9, -3.4, -1.4], [1.2, 0.3, -0.5], [-2.3, -2.4, 0.1], [-1.1, 0.6, 0.5], [0.2, -0.2, -1.4], [0.5, -0.9, 0.7], [0.2, -0.1, 0.7], [1.3, 0.4, 0.4], [-1.8, 2.4, -2.6], [3.8, -1.0, 1.1], [-0.4, -1.6, 1.0], [0.6, -2.1, -2.4], [-0.5, 1.7, 3.4], [-0.6, 0.4, 0.2], [0.4, 0.6, -1.6], [0.5, -1.0, -1.3], [0.1, -1.3, 0.3], [-0.7, -0.4, 2.5], [-0.9, 1.0, -0.7], [-0.7, 0.5, -0.5], [0.2, 0.8, 0.4], [3.1, -0.2, 0.8], [-1.4, -0.5, -2.3], [-1.4, 0.3, 0.6], [2.7, 1.4, -1.7], [-1.1, 0.0, 3.7], [-0.3, 0.5, -2.6], [-1.0, -0.7, 2.3], [-1.4, -0.1, -0.9], [-0.3, -0.4, 0.5], [0.1, -0.5, 0.5], [-0.6, 0.6, -1.5], [1.1, 0.0, 0.7], [0.6, -0.6, -0.4], [1.4, -1.9, 1.6], [0.1, -1.2, -0.4], [0.2, 0.7, -3.6], [0.1, 0.4, 0.5], [0.5, 0.3, 1.0], [-0.4, -1.1, 0.1], [-0.4, 1.0, -1.3], [0.0, 0.7, -0.4], [-0.4, 0.1, -0.5], [0.0, 0.5, -0.1], [-0.8, 0.8, 1.5], [-0.4, 0.2, 1.7], [0.0, -0.4, 0.5], [0.2, 2.6, -0.7], [-2.3, -0.7, -1.8], [-1.0, 8.4, 3.0], [0.4, -6.7, -1.9], [1.2, -1.7, -0.8], [0.4, 0.1, 3.2], [0.3, -0.3, 0.7], [0.2, -0.8, 0.0], [0.5, -1.5, -0.1], [0.7, 0.7, -1.2], [-1.2, -0.4, -0.1], [0.6, 0.3, -0.5], [0.9, 1.5, -1.9], [2.3, -1.0, 0.6], [-2.3, 6.0, 4.4], [3.0, -6.6, -4.2], [-3.2, -0.2, -1.0], [-1.0, 3.5, 0.4], [0.3, -0.3, -0.1], [-0.2, 0.6, 1.7], [-0.7, -1.3, 0.5], [-1.1, 0.8, -0.2], [0.0, -1.0, 1.2], [2.0, -1.8, -1.3], [-1.6, 1.3, 0.2], [-3.1, -1.2, 1.1], [-0.4, 1.7, 2.0], [-1.8, -0.1, -2.0], [1.7, 0.1, 1.8], [1.2, -1.2, 0.6], [0.3, -1.0, 0.1], [0.3, 0.4, -0.9], [1.1, 0.7, -1.4], [0.9, 0.2, -0.2], [-0.4, 0.9, -0.2], [1.9, -1.8, -1.2], [0.9, 0.6, -0.8], [0.4, -2.3, -1.9], [-0.9, 1.3, 1.4], [1.4, -0.4, 2.9], [-0.8, 0.7, -2.6], [-1.4, -0.4, 1.7], [-0.3, 0.3, -0.1], [0.5, 0.2, 0.0], [-0.2, 1.2, -0.5], [1.4, 0.1, 0.6], [-1.4, -0.8, -0.9], [0.2, -0.7, 0.0]]}

# 2
{"formula": "C2H5BrFPS2", "method": "the ωB97M-V functional and the def2-TZVPD basis", "charge": 0, "e_tot_ha": -3890.73758, "e_homo_ha": [-0.3576, -0.2820], "homo_lumo_gap_ev": [8.5, 5.2], "species": ["C", "C", "F", "P", "S", "S", "Br", "H", "H", "H", "H", "H"], "coordinates": [[1.639, -0.852, -0.073], [0.783, 0.159, 0.679], [1.057, -1.277, -1.218], [-1.115, 0.596, -1.653], [-2.652, -0.305, 1.620], [0.167, 1.562, -0.313], [-2.147, 2.272, -2.566], [2.710, -0.368, -0.283], [1.799, -1.629, 0.636], [-0.058, -0.402, 0.967], [1.272, 0.626, 1.668], [-3.454, -0.383, 0.534]], "forces_ev_per_a": [[3.3, 2.9, 0.8], [1.0, 1.3, 0.7], [-0.3, -0.3, -0.3], [0.2, -0.9, 0.7], [-0.1, 0.0, -0.6], [0.3, 0.4, -0.1], [-0.2, 0.6, 0.0], [-2.2, -1.1, 0.0], [0.1, -1.2, 0.2], [-1.4, -0.5, 0.8], [-0.8, -1.2, -2.4], [0.1, 0.0, 0.3]]}

# 3
{"formula": "C18H64O23", "method": "the ωB97M-V functional and the def2-TZVPD basis", "charge": 0, "e_tot_ha": -2454.60710, "e_homo_ha": -0.3498, "homo_lumo_gap_ev": 9.5, "species": ["O", "H", "H", "O", "H", "H", "O", "H", "H", "O", "H", "H", "O", "H", "H", "C", "C", "O", "O", "H", "H", "H", "H", "H", "H", "C", "C", "O", "O", "H", "H", "H", "H", "H", "H", "C", "C", "O", "O", "H", "H", "H", "H", "H", "H", "C", "C", "O", "O", "H", "H", "H", "H", "H", "H", "C", "C", "O", "O", "H", "H", "H", "H", "H", "H", "C", "C", "O", "O", "H", "H", "H", "H", "H", "H", "C", "C", "O", "O", "H", "H", "H", "H", "H", "H", "C", "C", "O", "O", "H", "H", "H", "H", "H", "H", "C", "C", "O", "O", "H", "H", "H", "H", "H", "H"], "coordinates": [[2.295, -0.751, 3.537], [3.003, -1.047, 2.961], [2.592, 0.065, 3.944], [-0.832, 3.900, 0.589], [-1.456, 3.247, 0.940], [-0.103, 3.312, 0.367], [-1.883, -2.602, 1.516], [-2.343, -3.443, 1.516], [-1.044, -2.671, 2.052], [-2.613, 1.738, 1.196], [-2.918, 0.827, 0.870], [-3.428, 2.244, 1.273], [-0.899, -0.268, -3.685], [0.018, 0.039, -3.695], [-1.311, 0.170, -2.916], [-4.389, -1.088, -0.206], [-5.049, -0.197, -1.200], [-5.388, 1.061, -0.673], [-3.089, -0.658, 0.070], [-4.333, -2.083, -0.664], [-4.995, -1.224, 0.707], [-5.876, -0.719, -1.689], [-4.380, -0.105, -2.041], [-6.124, 0.971, -0.062], [-2.611, -1.295, 0.686], [3.341, 1.655, -4.439], [2.903, 1.750, -2.980], [1.743, 1.018, -2.684], [3.656, 0.272, -4.654], [4.185, 2.315, -4.668], [2.583, 1.919, -5.188], [2.673, 2.769, -2.699], [3.759, 1.364, -2.406], [2.011, 0.069, -2.668], [3.831, 0.206, -5.597], [5.798, 2.872, 2.511], [4.637, 2.048, 1.932], [3.458, 2.776, 1.636], [5.459, 3.168, 3.855], [6.076, 3.773, 1.935], [6.708, 2.245, 2.534], [4.317, 1.334, 2.701], [5.005, 1.376, 1.144], [3.619, 3.272, 0.833], [6.205, 3.657, 4.234], [-2.865, 3.637, -2.031], [-1.806, 2.608, -2.428], [-1.897, 1.370, -1.743], [-4.095, 3.045, -2.366], [-2.720, 4.492, -2.701], [-2.925, 3.983, -0.990], [-0.806, 3.034, -2.251], [-1.884, 2.439, -3.497], [-1.965, 1.608, -0.812], [-4.394, 2.605, -1.575], [-2.980, -4.571, -3.021], [-2.313, -3.241, -2.783], [-2.792, -2.323, -3.757], [-2.693, -5.480, -1.981], [-2.778, -4.948, -4.032], [-4.052, -4.387, -2.960], [-1.217, -3.288, -2.781], [-2.552, -2.903, -1.764], [-2.111, -1.719, -4.090], [-1.777, -5.734, -2.090], [-0.467, -2.123, 5.485], [-0.327, -3.175, 4.395], [0.240, -2.676, 3.178], [0.822, -1.881, 6.038], [-1.151, -2.535, 6.226], [-0.998, -1.272, 5.049], [-1.322, -3.489, 4.074], [0.283, -4.030, 4.734], [0.780, -1.916, 3.419], [1.291, -1.347, 5.398], [-0.873, 1.713, 4.307], [0.540, 2.239, 4.290], [0.557, 3.560, 4.750], [-1.399, 1.467, 5.589], [-0.860, 0.744, 3.808], [-1.508, 2.456, 3.812], [0.940, 2.152, 3.270], [1.134, 1.617, 4.984], [1.270, 4.046, 4.337], [-1.131, 2.235, 6.104], [1.176, 0.515, 0.496], [0.176, -0.594, 0.548], [-0.238, -1.012, -0.733], [0.662, 1.636, -0.184], [2.104, 0.335, -0.031], [1.399, 0.800, 1.527], [-0.654, -0.223, 1.154], [0.698, -1.440, 1.007], [-0.821, -0.338, -1.103], [0.722, 1.564, -1.150], [1.513, -2.836, -3.413], [2.716, -3.074, -4.343], [3.818, -3.770, -3.739], [1.895, -1.842, -2.469], [1.183, -3.798, -3.006], [0.608, -2.476, -3.901], [3.241, -2.228, -4.777], [2.556, -3.714, -5.193], [4.140, -3.131, -3.078], [1.099, -1.670, -1.928]], "forces_ev_per_a": [[-0.2, -0.1, 0.1], [0.1, -0.1, 0.0], [0.1, 0.3, 0.0], [-0.2, 0.0, 0.2], [0.0, 0.1, 0.0], [0.4, -0.1, -0.1], [0.4, 0.2, 0.3], [0.1, -0.2, 0.0], [-0.6, 0.0, -0.4], [-0.4, -0.9, -0.4], [0.4, 0.9, 0.2], [-0.1, 0.0, 0.0], [0.2, -0.1, 0.0], [-0.1, 0.1, 0.0], [0.0, 0.0, -0.3], [-0.4, -1.4, 0.1], [0.0, -0.7, -0.6], [0.0, 0.6, 0.0], [1.1, 0.2, 1.1], [-0.1, -0.1, 0.0], [0.1, 0.3, 0.0], [-0.5, 0.1, 0.5], [0.6, 0.7, -0.1], [0.0, -0.1, 0.0], [-0.6, 0.3, -0.8], [-0.5, -0.4, -0.3], [0.5, 0.3, -0.6], [0.0, -1.1, -0.2], [0.3, 0.5, -0.1], [0.2, -0.1, 0.4], [-0.4, 0.2, 0.5], [0.3, 0.4, 0.0], [-0.2, 0.2, 0.1], [-0.4, 0.2, -0.1], [0.1, -0.4, 0.0], [0.2, -0.8, 0.1], [0.3, -0.3, 0.7], [0.5, -0.2, -0.1], [0.3, 0.6, 0.2], [-0.5, -0.2, 0.0], [-0.3, 0.0, -0.3], [0.2, 0.3, 0.2], [-0.2, 0.5, -0.5], [-0.2, 0.2, -0.2], [-0.4, -0.1, 0.0], [-0.1, -0.6, -0.7], [1.2, 1.2, 0.5], [-0.4, 0.1, -0.2], [-0.8, 0.4, -0.3], [0.0, 0.1, 0.3], [0.8, -0.2, -0.2], [0.0, 0.1, 0.0], [-0.2, -0.3, -0.1], [0.0, -0.2, 0.5], [-0.6, -0.6, 0.2], [-0.6, 0.4, -0.1], [0.4, 0.9, 0.0], [-0.3, -0.3, -0.1], [0.1, -0.3, -0.1], [0.2, -0.1, 0.2], [-0.1, -0.1, -0.1], [0.0, -0.3, -0.3], [-0.1, 0.0, -0.1], [0.1, -0.1, 0.5], [0.3, -0.2, 0.2], [0.1, -1.1, -0.8], [-0.5, -0.4, -0.3], [0.2, 0.2, 0.3], [-0.8, 0.4, 0.3], [0.3, 0.1, 0.4], [0.4, 0.4, 0.2], [-0.1, -0.4, 0.4], [-0.4, 0.3, 0.1], [0.3, 0.2, -0.4], [0.4, 0.2, -0.1], [-0.1, 0.1, -0.5], [0.3, -0.7, 0.1], [-0.2, 0.6, 0.3], [0.4, 0.2, 0.6], [-0.3, 0.1, -0.4], [0.1, -0.4, -0.4], [0.0, 0.1, 0.1], [0.1, -0.1, -0.2], [0.2, 0.1, -0.1], [-0.2, 0.0, 0.4], [0.3, 1.0, -0.5], [0.8, -0.2, -0.1], [0.1, -0.3, -0.2], [-0.9, 1.2, 0.4], [0.5, -1.0, 0.2], [0.1, 0.2, -0.1], [-0.1, -0.3, 0.1], [-0.5, -0.1, 0.1], [-0.2, 0.1, 0.0], [0.4, -0.5, 0.2], [0.5, 0.2, -1.1], [1.0, -0.6, -0.4], [-0.2, 0.5, 1.4], [-0.3, -0.3, 0.5], [0.5, 0.0, 0.6], [0.2, 0.1, -0.7], [-1.0, 1.0, 0.1], [-1.1, -0.2, -0.3], [0.1, -0.6, -0.2], [0.1, 0.1, 0.3]]}

ΔE to the lowest compared entry with this formula, charge and spin list, top to bottom, in kJ/mol: 152.7; 233.7; 0.0